Entry from OMol25: a single C6H13NO molecule in a non-equilibrium geometry (ωB97M-V with the def2-TZVPD basis set).

The geometry in XYZ format:
```
21
Properties=species:S:1:pos:R:3:mulliken_charge:R:1
C -0.464 -1.285 0.011 -0.56
C -1.691 -2.068 -0.522 -0.47
C -2.178 -3.305 0.219 -0.17
O -3.154 -3.820 -0.218 -0.45
C -0.289 0.171 -0.327 -0.55
N 0.624 0.909 0.625 -0.41
C 0.948 2.285 0.158 -0.02
C 2.410 2.649 0.237 -1.14
H -0.349 -1.598 1.128 0.29
H 0.498 -1.714 -0.224 0.38
H -1.623 -2.133 -1.554 0.40
H -2.576 -1.294 -0.278 0.19
H -1.646 -3.726 0.991 0.44
H -1.513 0.525 -0.379 0.16
H -0.223 0.426 -1.344 0.34
H 1.384 0.344 0.571 0.20
H 0.477 2.944 0.925 0.26
H 0.707 2.487 -0.982 0.18
H 3.097 2.772 -0.638 0.31
H 3.036 1.889 0.914 0.25
H 2.524 3.543 0.687 0.35
```

Results
LUMO energy ... 0.990 eV
ΔE to the lowest compared entry with this formula, charge and spin ... 4.224 eV
SMILES string ... CCNCCCC=O
Calculated total energy ... -9966.95067 eV

Entry from OMol25: a 2-piece molecular cluster, C8H10O2P overall in a non-equilibrium geometry (ωB97M-V with the def2-TZVPD basis set).

The geometry in XYZ format:
```
21
Properties=species:S:1:pos:R:3:mulliken_charge:R:1
C -1.860 -0.372 -1.322 -0.53
C -1.875 -0.807 -0.025 -0.46
C -0.659 0.088 -1.876 -0.42
C -0.740 -0.738 0.775 0.64
C 0.518 0.039 -1.178 0.78
C 0.467 -0.375 0.171 -0.67
C -0.640 -1.113 2.179 -0.99
C 1.825 0.671 -1.582 -0.84
O 2.720 2.347 2.063 -0.61
O 3.078 0.130 3.377 -0.59
P 2.851 0.806 2.050 0.57
H -2.815 -0.473 -1.783 0.36
H -2.871 -1.140 0.387 0.25
H -0.809 0.409 -2.952 0.21
H 0.235 -0.564 2.471 0.17
H -1.470 -0.872 2.819 0.34
H -0.384 -2.223 2.486 0.18
H 1.515 1.608 -2.291 0.25
H 2.286 1.027 -0.638 0.16
H 2.562 0.003 -2.228 0.18
H 4.044 0.545 1.130 0.04
```

Results
Charge ... -1
LUMO energy (alpha / beta) ... 3.398 / 2.921 eV
ΔE to the lowest compared entry with this formula, charge and spin ... 3.398 eV
Calculated total energy ... -21840.76236 eV

Entry from OMol25: C14H16Cl5S4W as an isolated structure (ωB97M-V with the def2-TZVPD basis set).

The geometry in XYZ format:
```
40
Properties=species:S:1:pos:R:3:mulliken_charge:R:1
W -0.213 -0.242 0.607 0.11
C 3.118 0.633 -0.192 -0.88
C 2.519 1.924 0.324 -0.59
S 0.708 1.874 0.068 0.02
C 0.122 3.154 1.238 -0.65
C -1.362 2.961 1.456 -0.72
S -1.827 1.210 1.663 0.06
C -1.845 0.785 3.438 -0.92
C -0.504 0.334 3.970 -0.62
S 0.191 -0.933 2.842 0.15
C 1.996 -0.736 3.136 -0.64
C 2.777 -1.355 1.996 -0.69
S 2.208 -0.855 0.329 0.00
H 4.162 0.525 0.104 0.52
H 3.078 0.586 -1.281 0.43
H 2.892 2.783 -0.235 0.53
H 2.691 2.082 1.388 0.37
H 0.337 4.125 0.792 0.55
H 0.704 3.040 2.153 0.39
H -1.938 3.273 0.585 0.35
H -1.719 3.520 2.321 0.50
H -2.584 -0.016 3.492 0.41
H -2.237 1.638 3.995 0.53
H -0.614 -0.139 4.947 0.53
H 0.215 1.149 4.047 0.38
H 2.221 -1.237 4.078 0.52
H 2.191 0.331 3.243 0.34
H 2.681 -2.441 1.995 0.40
H 3.839 -1.117 2.074 0.50
Cl -3.025 1.220 -1.328 -0.09
C -2.945 -0.457 -0.998 0.57
C -1.773 -1.017 -0.439 -0.12
C -1.671 -2.415 -0.401 0.84
Cl -0.041 -2.923 -0.053 -0.12
C -2.686 -3.271 -0.717 -0.36
Cl -2.462 -4.953 -0.640 -0.10
C -3.896 -2.681 -1.150 0.69
Cl -5.190 -3.674 -1.536 -0.04
C -4.017 -1.280 -1.317 -0.07
Cl -5.453 -0.619 -1.930 -0.09
```

Results
Charge ... +3
LUMO energy (alpha / beta) ... -11.895 / -11.891 eV
ΔE to the lowest compared entry with this formula, charge and spin ... 0.000 eV
Calculated total energy ... -122527.93698 eV

Entry from OMol25: C5H7HgNaO3 as an isolated structure in a non-equilibrium geometry (ωB97M-V with the def2-TZVPD basis set).

The geometry in XYZ format:
```
17
Properties=species:S:1:pos:R:3:mulliken_charge:R:1
C -4.680 1.041 -0.308 -0.46
C -5.247 -0.023 -0.195 -0.23
H -4.159 1.984 -0.359 0.30
H -5.847 -0.917 -0.132 0.40
H -1.226 -1.094 0.152 0.37
O -0.620 1.146 -0.345 -0.61
Hg 0.898 -2.950 0.519 0.92
O -0.239 -1.023 0.056 -0.44
C 0.135 0.247 -0.057 0.77
O 1.408 0.462 0.200 -0.23
C 2.406 -0.394 -0.245 -0.38
C 3.653 -0.326 0.538 -0.97
H 2.395 -0.566 -1.328 0.52
H 4.119 0.670 0.433 0.32
H 4.360 -1.078 0.169 0.37
H 3.458 -0.494 1.606 0.32
Na -0.811 3.316 -0.705 1.04
```

Results
Charge ... +2
Expectation value of S² ... 2.004
LUMO energy (alpha / beta) ... -6.941 / -11.180 eV
ΔE to the lowest compared entry with this formula, charge and spin ... 0.567 eV
Multiplicity ... 3
Calculated total energy ... -20011.65532 eV

Entry from OMol25: C34H66BeF3O23 as an isolated structure in a non-equilibrium geometry (ωB97M-V with the def2-TZVPD basis set).

The geometry in XYZ format:
```
127
Properties=species:S:1:pos:R:3:mulliken_charge:R:1
Be 16.077 11.470 0.596 1.24
C 19.579 12.786 -0.597 -0.83
O 20.315 12.154 0.428 0.93
O 18.235 12.538 -0.371 0.21
C 20.120 14.357 -0.661 0.14
F 20.427 14.881 0.497 -0.27
F 21.183 14.633 -1.322 -0.25
F 19.140 15.220 -1.121 -0.17
C 21.757 12.007 0.101 -0.44
C 22.544 11.291 1.169 -1.14
H 22.149 11.736 2.082 0.26
H 22.539 10.201 1.160 -0.17
H 23.609 11.448 1.001 0.56
H 22.311 12.936 0.233 0.22
H 21.989 11.537 -0.855 0.35
H 19.897 12.321 -1.531 0.07
C 22.486 8.456 5.607 -0.33
C 22.578 7.456 4.516 -0.63
C 23.630 7.991 3.660 0.38
O 24.597 8.424 4.645 -0.47
C 23.980 8.633 5.909 -0.54
H 21.964 8.196 6.528 0.42
H 22.117 9.384 5.171 -0.04
H 21.574 7.520 4.098 0.26
H 22.704 6.421 4.833 0.37
H 23.430 8.939 3.160 -0.08
H 23.888 7.171 2.990 0.08
H 24.311 9.609 6.264 0.31
H 24.251 7.861 6.630 0.28
C 24.847 12.977 -3.128 -0.85
C 25.953 12.069 -2.588 -0.41
C 25.403 11.956 -1.180 -0.01
O 24.978 13.216 -0.814 -0.50
C 24.524 13.923 -1.942 0.13
H 23.943 12.421 -3.376 0.25
H 25.152 13.572 -3.988 0.47
H 26.944 12.510 -2.691 0.33
H 25.929 11.150 -3.174 0.29
H 26.095 11.740 -0.366 0.48
H 24.649 11.169 -1.208 -0.22
H 25.095 14.834 -2.121 0.38
H 23.479 14.197 -1.802 -0.23
C 25.688 7.636 -1.236 -0.62
C 27.065 8.264 -1.364 -0.21
C 27.683 8.213 0.072 -0.54
O 26.533 8.433 0.864 -0.42
C 25.263 8.238 0.200 0.68
H 25.730 6.582 -0.964 0.34
H 25.008 7.790 -2.073 0.36
H 26.932 9.310 -1.640 -0.07
H 27.710 7.664 -2.005 0.38
H 28.468 8.962 0.167 0.28
H 28.168 7.286 0.379 0.32
H 24.875 9.240 0.015 -0.61
H 24.591 7.637 0.813 0.12
C 14.271 12.757 -4.525 -0.79
O 14.506 12.266 -3.159 -0.18
C 15.538 11.560 -2.793 0.49
O 15.628 10.987 -1.698 -0.41
O 16.507 11.470 -3.812 -0.25
C 17.783 10.851 -3.575 -0.15
H 14.851 13.653 -4.745 0.32
H 13.256 13.123 -4.677 0.30
H 14.569 12.078 -5.324 0.33
H 18.443 10.902 -4.441 0.34
H 17.660 9.806 -3.289 0.12
H 18.295 11.209 -2.682 -0.15
C 14.051 14.525 3.065 -0.47
O 15.324 15.034 3.401 -0.42
C 16.394 14.276 2.942 0.51
O 16.343 13.238 2.261 0.11
O 17.457 14.794 3.508 -0.36
C 18.781 14.377 3.215 -0.16
H 13.470 15.177 3.718 0.34
H 13.933 13.538 3.512 0.11
H 13.742 14.738 2.042 0.13
H 18.845 13.402 2.732 -0.17
H 19.249 14.230 4.189 0.30
H 19.144 15.191 2.588 0.36
C 11.990 13.341 -0.451 -0.67
O 12.844 14.461 -0.766 -0.43
C 14.167 14.431 -0.575 0.64
O 14.737 13.518 -0.017 0.01
O 14.804 15.496 -1.081 -0.41
C 16.241 15.667 -0.998 -0.50
H 11.059 13.698 -0.891 0.32
H 11.964 12.946 0.565 0.27
H 12.147 12.590 -1.226 0.25
H 16.816 15.823 -1.911 0.15
H 16.770 14.906 -0.425 0.08
H 16.265 16.583 -0.408 0.37
C 19.597 10.592 3.154 -0.83
O 18.637 10.663 4.161 -0.34
C 17.284 10.616 3.920 0.83
O 16.800 10.428 2.772 -0.54
O 16.602 10.783 5.053 -0.35
C 15.203 10.620 5.019 -0.47
H 19.827 9.528 3.112 0.46
H 20.542 11.034 3.470 0.19
H 19.316 10.980 2.175 0.26
H 14.879 11.609 4.696 0.03
H 14.698 10.396 5.958 0.30
H 14.867 10.027 4.168 0.27
C 20.063 8.945 0.196 0.00
O 19.289 7.908 -0.427 -0.43
C 17.985 8.173 -0.664 0.38
O 17.389 9.192 -0.375 -0.18
O 17.450 7.115 -1.314 -0.41
C 16.111 7.186 -1.659 -0.51
H 20.098 9.910 -0.309 -0.03
H 21.095 8.627 0.050 0.27
H 19.889 9.001 1.271 0.14
H 15.625 7.516 -0.741 0.20
H 15.629 6.226 -1.841 0.27
H 16.126 7.824 -2.543 0.22
C 18.827 14.605 -4.149 -0.06
O 18.475 14.464 -5.526 -0.35
C 19.085 13.573 -6.238 0.84
O 19.838 12.776 -5.765 -0.57
O 18.786 13.759 -7.534 -0.39
C 19.311 12.832 -8.502 -0.64
H 19.820 15.029 -3.997 0.42
H 18.915 13.594 -3.752 -0.01
H 18.076 15.117 -3.547 -0.01
H 18.660 12.774 -9.374 0.22
H 19.456 11.868 -8.014 0.30
H 20.263 13.323 -8.701 0.30
```

Results
Charge ... +1
LUMO energy ... -5.577 eV
Calculated total energy ... -91959.25472 eV

Entry from OMol25: a 10-piece molecular cluster, C26H75N3O17 overall in a non-equilibrium geometry (ωB97M-V with the def2-TZVPD basis set).

The geometry in XYZ format:
```
121
Properties=species:S:1:pos:R:3:mulliken_charge:R:1
C 6.342 4.947 -0.889 -1.31
C 4.973 5.316 -0.206 0.43
C 4.247 4.122 0.601 -0.69
O 3.852 3.016 -0.200 -0.36
C 2.787 2.231 0.394 -0.40
N 5.284 6.415 0.653 -0.78
H 6.733 5.884 -1.285 0.38
H 6.199 4.201 -1.671 0.32
H 7.164 4.642 -0.241 0.33
H 4.221 5.758 -0.860 0.31
H 3.309 4.567 0.932 0.28
H 4.815 3.877 1.499 0.27
H 2.410 1.489 -0.310 0.03
H 1.961 2.902 0.627 0.34
H 3.168 1.793 1.316 0.25
H 5.719 7.167 0.138 0.25
H 4.364 6.811 0.783 0.29
C 3.456 -3.894 -0.161 -1.42
C 2.091 -4.549 -0.267 0.41
C 1.391 -4.833 1.112 -0.29
O 2.102 -5.826 1.819 -0.39
C 1.871 -7.163 1.546 -0.69
N 1.280 -3.727 -1.097 -0.42
H 3.724 -3.528 -1.152 0.44
H 4.255 -4.545 0.196 0.36
H 3.461 -3.060 0.541 0.18
H 2.294 -5.491 -0.776 0.38
H 0.415 -5.267 0.896 0.40
H 1.245 -3.878 1.617 -0.16
H 2.472 -7.850 2.142 0.29
H 2.153 -7.373 0.515 0.29
H 0.834 -7.457 1.712 0.29
H 1.212 -2.797 -0.709 0.02
H 1.761 -3.672 -1.984 0.26
C -1.343 5.127 -5.970 -1.75
C -1.181 3.598 -6.040 0.80
C -1.722 2.853 -4.813 -0.60
O -1.318 3.371 -3.558 -0.41
C -1.963 2.814 -2.420 -0.36
N -1.960 3.235 -7.198 -0.69
H -0.834 5.485 -5.074 0.37
H -2.380 5.460 -5.934 0.42
H -0.855 5.664 -6.783 0.44
H -0.108 3.457 -6.172 0.12
H -1.391 1.823 -4.949 0.11
H -2.809 2.794 -4.863 0.49
H -1.440 3.086 -1.503 0.15
H -2.005 1.739 -2.599 0.02
H -2.924 3.328 -2.407 0.40
H -2.368 4.025 -7.677 0.24
H -2.774 2.659 -7.034 0.23
C -0.688 0.710 1.099 -0.08
C -0.400 -0.714 1.479 0.63
O 0.854 -1.145 1.059 0.55
O -0.994 0.904 -0.261 0.11
H 0.133 1.368 1.384 -0.12
H -1.539 1.096 1.660 0.06
H -1.185 -1.331 1.041 -0.36
H -0.535 -0.800 2.557 -0.35
H 1.468 -0.740 1.676 -0.08
H -0.223 0.541 -0.704 -0.06
C -4.454 2.446 2.071 0.02
C -4.487 3.880 1.471 -0.62
O -5.508 4.023 0.551 -0.52
O -5.546 2.043 2.933 -0.60
H -3.546 2.348 2.667 0.29
H -4.521 1.801 1.195 0.12
H -3.582 4.172 0.939 0.29
H -4.588 4.651 2.236 0.33
H -6.270 3.763 1.074 0.34
H -5.158 1.495 3.620 0.33
C -0.853 -3.979 6.570 -0.40
C -0.954 -3.923 5.058 -0.44
O -0.962 -2.598 4.494 -0.43
O -2.149 -3.613 7.065 -0.59
H -0.114 -3.262 6.926 0.16
H -0.514 -4.978 6.847 0.42
H -1.918 -4.246 4.663 0.35
H -0.275 -4.589 4.525 0.24
H -0.104 -2.224 4.708 0.29
H -2.242 -2.658 7.029 0.32
C -2.956 -1.758 -2.497 -0.25
C -2.187 -1.571 -3.861 -0.04
O -0.928 -2.156 -3.608 -0.53
O -3.233 -3.154 -2.265 -0.56
H -3.923 -1.257 -2.540 0.51
H -2.421 -1.292 -1.669 0.09
H -2.037 -0.539 -4.179 -0.11
H -2.669 -2.075 -4.699 0.33
H -0.970 -3.066 -3.305 0.19
H -2.439 -3.694 -2.282 0.30
C 2.114 -0.754 5.265 -0.68
C 1.782 0.258 4.139 -0.55
O 2.546 0.116 3.020 -0.51
O 1.486 -1.959 5.056 -0.40
H 1.773 -0.334 6.211 0.30
H 3.172 -0.910 5.475 0.52
H 2.153 1.233 4.458 0.43
H 0.701 0.353 4.042 0.28
H 3.457 0.141 3.321 0.28
H 2.101 -2.679 5.215 0.21
C 1.542 0.350 -4.758 -0.43
C 1.839 -0.163 -3.312 -0.28
O 0.738 -0.075 -2.477 0.16
O 2.721 0.591 -5.540 -0.58
H 0.818 1.164 -4.730 0.12
H 1.041 -0.497 -5.226 0.23
H 2.585 0.462 -2.820 0.38
H 2.240 -1.173 -3.402 0.14
H 0.181 -0.817 -2.722 -0.20
H 3.105 1.397 -5.188 0.35
C -4.138 -1.772 0.870 0.95
C -3.669 -2.416 2.190 -0.50
O -3.012 -1.529 3.100 -0.44
O -4.728 -2.641 0.007 -0.62
H -3.236 -1.421 0.370 -0.90
H -4.606 -0.795 0.991 0.16
H -3.034 -3.266 1.939 0.30
H -4.540 -2.805 2.718 0.37
H -2.446 -2.073 3.653 0.36
H -4.261 -2.613 -0.831 0.48
```

Results
LUMO energy ... -0.133 eV
ΔE to the lowest compared entry with this formula, charge and spin ... 3.051 eV
SMILES string ... COC[C@H](C)N.COC[C@H](C)N.COC[C@H](C)N.OCCO.OCCO.OCCO.OCCO.OCCO.OCCO.OCCO
Calculated total energy ... -67448.02130 eV

Entry from OMol25: C33H34CaN11O4 as an isolated structure in a non-equilibrium geometry (ωB97M-V with the def2-TZVPD basis set).

The geometry in XYZ format:
```
83
Properties=species:S:1:pos:R:3:mulliken_charge:R:1
Ca 0.016 0.271 -0.523 2.50
C -1.394 -0.197 3.870 -0.56
O -0.156 0.373 4.313 -0.52
C 0.245 1.541 3.721 -0.60
C 0.703 2.533 4.561 -0.30
C 1.204 3.743 4.066 -0.92
C 1.219 3.927 2.699 -0.69
C 0.774 2.933 1.820 1.33
C 0.913 3.255 0.380 -1.56
N 0.674 2.435 -0.561 0.38
N 0.878 2.863 -1.898 -1.16
C 0.069 2.202 -2.707 -0.28
O -0.872 1.386 -2.371 -0.50
C 0.325 2.444 -4.171 0.55
C -0.606 1.996 -5.102 -0.22
C -0.378 2.164 -6.464 -0.75
C 0.791 2.777 -6.901 -0.33
C 1.725 3.225 -5.972 -0.72
C 1.494 3.060 -4.613 -0.25
C 0.256 1.690 2.312 0.47
O -0.182 0.746 1.528 0.12
H -1.688 -0.905 4.643 0.32
H -1.286 -0.701 2.917 0.06
H -2.159 0.580 3.782 0.38
H 0.659 2.336 5.627 0.44
H 1.554 4.515 4.741 0.38
H 1.596 4.854 2.278 0.34
H 1.254 4.257 0.119 0.20
H -1.505 1.514 -4.739 0.40
H -1.106 1.809 -7.183 0.38
H 0.975 2.903 -7.961 0.38
H 2.642 3.696 -6.308 0.37
H 2.208 3.406 -3.876 0.44
N -1.614 -2.592 1.099 0.46
C -2.909 -2.317 1.423 0.40
C -3.655 -3.123 2.252 -0.76
C -5.006 -2.828 2.536 -0.65
C -5.630 -1.746 1.997 -0.95
C -4.893 -0.896 1.129 0.67
C -5.476 0.230 0.497 -0.70
C -4.739 1.006 -0.337 -1.16
C -3.381 0.681 -0.548 0.00
N -2.795 -0.346 0.023 0.61
C -3.542 -1.153 0.849 0.22
H -1.088 -1.899 0.611 -0.93
H -1.105 -3.384 1.445 0.23
H -3.190 -4.000 2.687 0.42
H -5.553 -3.486 3.201 0.37
H -6.666 -1.522 2.215 0.37
H -6.522 0.452 0.685 0.39
H -5.164 1.865 -0.839 0.50
H -2.764 1.292 -1.206 0.31
N 1.890 -0.280 -1.935 -0.39
C 1.602 -1.374 -2.906 -0.61
C 0.106 -1.532 -3.142 -0.63
N -0.573 -1.750 -1.833 -0.27
H 2.146 0.576 -2.417 0.17
H 2.665 -0.537 -1.327 0.16
H 1.986 -2.294 -2.483 0.13
H 2.111 -1.217 -3.857 0.43
H -0.049 -2.363 -3.832 0.58
H -0.299 -0.628 -3.596 0.07
H -0.205 -2.603 -1.411 0.31
H -1.572 -1.872 -1.951 0.15
O 0.962 -3.544 -0.019 -0.28
N 1.607 -4.570 0.343 -0.55
C 2.925 -4.606 0.182 0.54
C 3.704 -3.539 -0.407 0.23
N 4.376 -2.708 -0.833 -0.54
C 3.594 -5.815 0.625 0.17
N 4.124 -6.775 0.977 -0.54
C 1.877 -1.823 2.671 -0.37
C 2.591 -0.585 2.250 0.08
N 2.771 -0.184 1.013 0.12
C 3.487 1.004 1.104 -0.42
C 3.734 1.314 2.401 -0.84
N 3.162 0.284 3.123 0.13
H 1.369 -2.242 1.804 -0.47
H 1.140 -1.597 3.445 0.17
H 2.573 -2.573 3.051 0.42
H 3.767 1.565 0.224 0.44
H 4.212 2.158 2.870 0.42
H 3.064 0.246 4.122 0.28
```

Results
Charge ... -1
LUMO energy ... 2.303 eV
ΔE to the lowest compared entry with this formula, charge and spin ... 0.000 eV
Calculated total energy ... -77797.56364 eV

Entry from OMol25: a single C4H9NO2 molecule in a non-equilibrium geometry (ωB97M-V with the def2-TZVPD basis set).

The geometry in XYZ format:
```
16
Properties=species:S:1:pos:R:3:mulliken_charge:R:1
O -0.264 -0.298 -2.820 -0.44
C 0.230 -0.865 -1.895 -0.23
C 0.082 -0.612 -0.401 0.66
C 1.294 -1.098 0.377 -1.52
N -0.138 0.834 -0.200 -0.47
C -1.174 1.034 0.828 -0.38
O -1.309 2.347 1.171 -0.52
H 1.042 -1.639 -2.064 0.27
H -0.708 -1.330 -0.054 0.24
H 1.345 -0.475 1.287 0.42
H 2.266 -0.860 -0.063 0.40
H 1.213 -2.140 0.717 0.36
H 0.696 1.164 0.272 0.28
H -0.813 0.480 1.762 0.29
H -2.117 0.507 0.585 0.32
H -1.647 2.951 0.500 0.33
```

Results
LUMO energy ... 0.803 eV
ΔE to the lowest compared entry with this formula, charge and spin ... 2.529 eV
SMILES string ... C[C@H](C=O)NCO
Calculated total energy ... -9877.53195 eV

> calculated total energy of number 1 (C6H13NO)?

-9966.95067 eV

> What is the formula in the seventh record?

C33H34CaN11O4